{"formula": "C11H11N", "method": "ωB97M-V/def2-TZVPD", "homo_ha": -0.26842, "e_lumo_ev": 0.3, "orbital_gap_ha": 0.2794, "e_above_lowest_kj_mol": 584.0, "symbols": ["C", "H", "H", "C", "C", "C", "H", "C", "H", "C", "H", "H", "C", "N", "C", "C", "C", "C", "H", "H", "H", "H", "H"], "coordinates": [[-1.400, 1.290, -0.484], [2.154, -2.429, -0.266], [-3.413, 1.865, 0.177], [-1.067, -1.139, -0.387], [1.611, 1.434, 0.345], [-2.716, 1.044, -0.033], [-0.358, 0.797, 1.366], [-0.560, 0.177, -0.610], [3.745, 1.451, -0.336], [0.928, -0.861, 0.701], [-0.264, -1.967, -0.422], [1.521, 2.510, 0.685], [0.695, 0.509, 0.891], [-2.303, -1.368, 0.083], [2.746, 0.925, -0.244], [2.961, -0.440, -0.406], [2.084, -1.380, -0.038], [-3.083, -0.250, 0.067], [-1.108, 2.301, -0.568], [3.974, -0.905, -0.781], [0.353, -1.663, 1.418], [-4.081, -0.463, 0.403], [0.394, 0.215, -1.062]]}

=====

{"formula": "C71H152Cl2F12N8O13S4", "method": "ωB97M-V/def2-TZVPD", "homo_ha": -0.40459, "e_lumo_ev": -3.3, "orbital_gap_ha": 0.2851, "total_charge": 2, "symbols": ["H", "C", "C", "H", "H", "H", "O", "C", "C", "C", "H", "H", "H", "H", "H", "H", "H", "F", "H", "H", "H", "H", "C", "F", "H", "H", "Cl", "H", "H", "C", "H", "H", "H", "C", "H", "H", "F", "H", "H", "H", "H", "H", "H", "O", "H", "H", "N", "C", "H", "C", "F", "F", "H", "H", "C", "C", "H", "H", "C", "H", "H", "C", "C", "H", "H", "H", "H", "C", "H", "C", "H", "H", "H", "H", "H", "H", "H", "H", "H", "Cl", "H", "H", "C", "C", "C", "H", "H", "H", "H", "C", "H", "H", "F", "H", "H", "F", "C", "H", "F", "C", "H", "H", "H", "H", "O", "C", "H", "C", "C", "H", "S", "C", "H", "H", "C", "C", "H", "C", "C", "H", "C", "H", "H", "H", "H", "C", "H", "C", "H", "H", "H", "H", "C", "H", "H", "O", "C", "C", "H", "N", "H", "H", "H", "C", "H", "C", "O", "C", "O", "C", "H", "H", "C", "H", "H", "C", "F", "H", "S", "S", "C", "H", "H", "H", "C", "C", "O", "N", "H", "C", "H", "H", "H", "H", "H", "H", "H", "H", "H", "O", "O", "C", "C", "O", "H", "H", "N", "H", "H", "H", "H", "H", "C", "H", "H", "H", "H", "H", "N", "H", "H", "H", "C", "H", "H", "C", "C", "H", "C", "S", "H", "C", "H", "H", "H", "H", "H", "H", "C", "C", "H", "O", "C", "C", "H", "H", "H", "H", "H", "H", "C", "H", "O", "H", "C", "C", "H", "C", "H", "H", "H", "N", "C", "C", "O", "C", "F", "C", "H", "N", "N", "F", "C", "H", "C", "H", "C", "C", "H", "H", "H", "F"], "coordinates": [[12.309, 24.320, 17.764], [24.767, 10.661, 22.784], [26.375, 15.558, 10.890], [26.763, 13.766, 17.904], [25.601, 10.829, 20.731], [21.784, 23.756, 9.122], [28.639, 16.516, 14.278], [32.368, 13.715, 9.678], [25.270, 17.561, 18.093], [20.649, 24.237, 12.287], [19.664, 24.720, 12.378], [25.601, 17.244, 15.963], [25.716, 15.265, 14.681], [27.525, 21.628, 13.493], [22.652, 23.056, 10.518], [25.547, 15.051, 7.841], [26.431, 13.367, 21.939], [21.364, 21.246, 16.549], [18.603, 20.697, 11.363], [23.315, 13.558, 20.902], [27.451, 13.465, 9.497], [25.317, 21.128, 13.032], [20.550, 13.675, 15.573], [16.423, 16.693, 21.188], [20.629, 19.782, 20.943], [26.624, 24.401, 14.208], [24.582, 12.406, 18.537], [19.347, 20.308, 12.926], [29.865, 25.424, 15.205], [25.536, 21.934, 13.736], [25.450, 12.965, 24.506], [30.047, 16.328, 17.401], [25.377, 20.019, 17.272], [27.218, 14.372, 8.974], [22.912, 18.465, 16.438], [22.136, 16.223, 22.181], [30.086, 18.288, 12.378], [14.693, 21.614, 18.728], [20.903, 19.973, 18.443], [23.905, 13.881, 24.457], [25.151, 10.741, 23.823], [24.236, 19.112, 15.461], [12.365, 20.732, 16.996], [26.878, 15.090, 16.316], [29.769, 27.470, 13.865], [28.718, 16.730, 8.735], [29.116, 16.044, 17.072], [12.780, 20.909, 17.998], [24.842, 10.270, 15.286], [21.790, 10.902, 15.405], [20.974, 18.422, 12.501], [16.791, 14.564, 21.074], [29.142, 23.859, 11.821], [18.304, 23.072, 12.167], [16.510, 15.619, 20.348], [12.703, 23.362, 17.573], [20.082, 15.773, 23.630], [22.036, 14.034, 23.617], [31.146, 14.019, 10.564], [15.692, 17.607, 15.542], [27.111, 15.733, 19.227], [20.943, 12.468, 17.712], [29.522, 25.930, 12.395], [17.150, 19.380, 18.528], [21.438, 22.064, 13.782], [31.486, 14.646, 11.373], [25.868, 22.152, 15.952], [25.556, 21.432, 15.217], [20.959, 11.124, 14.709], [24.380, 19.619, 17.565], [17.004, 21.347, 13.913], [15.492, 18.193, 19.791], [28.581, 14.256, 11.373], [22.419, 22.331, 12.360], [25.201, 13.010, 20.793], [15.686, 19.337, 12.990], [13.923, 17.828, 17.656], [21.193, 24.474, 13.225], [27.912, 14.382, 19.910], [25.910, 16.216, 21.529], [19.587, 23.183, 10.134], [24.502, 9.628, 22.495], [25.142, 15.424, 9.960], [25.754, 14.627, 8.815], [20.985, 22.348, 17.261], [27.794, 13.295, 16.560], [22.913, 12.764, 15.050], [23.990, 14.833, 21.962], [33.273, 13.500, 10.205], [23.614, 11.609, 22.623], [19.180, 15.247, 22.187], [24.335, 14.913, 10.478], [30.893, 18.117, 14.319], [29.633, 26.467, 11.429], [25.186, 13.966, 15.719], [21.888, 22.535, 18.215], [23.975, 18.711, 16.416], [29.019, 15.927, 16.031], [20.044, 16.559, 11.813], [27.342, 23.596, 14.227], [19.105, 15.107, 16.245], [23.035, 19.088, 21.298], [21.638, 16.418, 17.297], [13.773, 23.512, 17.561], [27.327, 18.255, 13.059], [14.573, 18.548, 17.127], [32.577, 14.594, 9.065], [22.794, 9.894, 14.768], [21.160, 17.295, 11.801], [25.736, 18.638, 20.533], [17.758, 15.800, 18.959], [28.615, 14.803, 17.900], [19.392, 19.195, 18.937], [16.475, 17.344, 17.121], [28.132, 15.218, 19.266], [29.013, 26.747, 13.634], [22.183, 8.988, 14.596], [20.463, 19.127, 18.886], [14.982, 19.156, 19.579], [23.056, 14.148, 17.697], [24.769, 17.444, 16.693], [21.377, 20.926, 12.481], [22.388, 25.318, 11.232], [17.698, 19.130, 16.202], [22.958, 11.601, 23.457], [28.710, 24.681, 12.394], [20.912, 13.649, 14.539], [15.876, 18.060, 16.509], [14.595, 21.335, 17.029], [26.290, 17.858, 18.148], [23.082, 11.589, 21.679], [22.833, 17.628, 18.659], [24.759, 13.562, 23.877], [26.835, 22.766, 12.232], [17.075, 18.927, 12.026], [28.022, 18.652, 15.365], [21.069, 19.005, 20.291], [26.075, 14.432, 15.304], [12.342, 23.028, 16.563], [24.568, 18.704, 18.756], [28.037, 27.269, 13.574], [29.631, 22.474, 13.338], [25.273, 13.661, 8.850], [23.404, 13.897, 21.894], [23.752, 17.433, 20.176], [12.228, 22.262, 18.495], [22.524, 15.062, 11.979], [21.207, 15.387, 17.196], [22.254, 24.065, 15.905], [29.762, 23.268, 14.049], [12.583, 22.433, 19.466], [26.669, 13.688, 14.764], [20.477, 22.697, 10.515], [24.743, 22.704, 13.604], [20.251, 11.729, 17.327], [26.936, 22.494, 13.315], [21.337, 17.657, 10.562], [21.316, 15.257, 20.852], [22.676, 16.451, 12.463], [28.228, 17.874, 14.152], [17.176, 20.741, 12.980], [26.141, 20.515, 15.288], [29.466, 14.111, 17.994], [20.671, 18.214, 18.354], [25.744, 11.200, 21.747], [18.612, 20.973, 12.427], [23.795, 17.201, 11.956], [15.042, 19.617, 18.158], [28.756, 15.890, 19.824], [20.190, 15.107, 15.987], [26.440, 19.612, 19.351], [20.354, 13.141, 18.383], [12.474, 20.155, 18.743], [26.448, 14.596, 11.415], [13.883, 18.964, 16.412], [20.494, 21.692, 10.256], [28.521, 16.849, 17.271], [29.735, 14.260, 9.056], [13.956, 18.933, 19.835], [17.872, 17.271, 18.853], [17.098, 15.161, 17.840], [27.469, 14.139, 17.162], [28.922, 25.570, 14.690], [20.035, 23.402, 15.138], [24.768, 16.370, 9.587], [24.071, 16.569, 16.682], [24.307, 12.939, 22.621], [22.825, 14.704, 15.910], [15.327, 19.931, 20.295], [27.813, 14.450, 8.030], [27.710, 24.879, 12.079], [26.494, 16.487, 11.402], [19.014, 22.415, 12.628], [20.858, 15.183, 18.209], [17.286, 18.822, 13.847], [25.139, 16.638, 18.687], [22.779, 20.230, 19.972], [26.927, 16.824, 8.570], [28.679, 24.274, 13.847], [24.507, 21.168, 15.474], [23.771, 20.437, 17.946], [20.781, 18.030, 20.692], [29.845, 18.672, 13.628], [23.107, 10.096, 13.735], [19.859, 16.948, 22.341], [27.769, 16.700, 9.253], [24.076, 9.565, 15.570], [25.017, 20.250, 20.197], [20.016, 15.855, 22.574], [20.884, 23.833, 16.244], [28.096, 25.564, 15.361], [28.859, 15.140, 10.798], [19.084, 22.776, 13.638], [28.882, 15.966, 11.483], [16.299, 19.985, 15.572], [30.730, 23.750, 13.980], [32.217, 12.848, 9.023], [20.383, 15.815, 15.162], [30.071, 14.885, 9.893], [14.325, 20.916, 17.960], [20.801, 25.431, 10.412], [22.403, 16.579, 13.867], [21.448, 21.936, 12.710], [21.463, 24.779, 11.092], [27.477, 23.271, 15.277], [25.432, 14.432, 23.713], [21.434, 10.429, 16.307], [21.664, 11.987, 18.363], [24.331, 8.528, 15.400], [26.813, 10.987, 21.914], [16.652, 19.312, 16.376], [27.809, 17.538, 10.010], [20.226, 24.772, 17.099], [29.496, 22.882, 15.022], [16.768, 19.331, 12.998], [21.709, 23.567, 10.201], [16.652, 20.972, 17.934], [22.364, 14.401, 16.867], [30.481, 15.780, 9.444], [23.920, 9.691, 16.698], [30.654, 13.087, 10.930], [20.393, 22.760, 12.050], [22.558, 19.199, 20.292], [21.955, 14.063, 22.515], [18.919, 15.069, 19.461], [21.396, 15.411, 21.906], [19.792, 21.976, 17.810], [25.553, 12.714, 21.734], [21.297, 13.212, 22.231], [27.625, 15.467, 9.962], [21.592, 13.144, 16.512], [15.298, 15.549, 19.858], [23.335, 18.156, 19.466], [11.120, 22.221, 18.520], [22.482, 12.178, 15.855], [30.556, 25.630, 12.601], [16.532, 19.919, 17.809], [25.471, 19.345, 19.804], [19.817, 12.932, 15.505], [23.318, 11.826, 16.471], [16.636, 21.242, 12.217], [29.935, 19.998, 13.709]]}

=====

{"formula": "C15H20NOS2", "method": "ωB97M-V/def2-TZVPD", "homo_ha": -0.43755, "e_lumo_ev": -3.9, "orbital_gap_ha": 0.2936, "total_charge": 1, "e_above_lowest_kj_mol": 0.0, "symbols": ["C", "H", "H", "H", "C", "C", "H", "C", "C", "H", "H", "C", "C", "H", "C", "H", "H", "O", "H", "C", "H", "S", "C", "H", "N", "C", "H", "H", "H", "H", "C", "H", "C", "H", "C", "H", "S", "H", "C"], "coordinates": [[-2.490, -0.467, 0.899], [4.004, -0.596, 2.057], [0.103, 3.345, 2.919], [-3.434, -0.123, 1.331], [-2.127, 0.480, -0.233], [0.287, 1.638, 1.064], [-2.199, 1.504, 0.159], [0.907, -0.670, -2.032], [1.348, -1.496, -3.103], [1.678, 3.830, 4.759], [-2.805, 0.379, -1.100], [-0.956, -2.064, -3.674], [-1.371, -1.264, -2.599], [2.566, 3.521, 3.227], [0.433, -2.169, -3.925], [-1.738, -0.483, 1.705], [-2.390, -1.222, -2.328], [-2.648, -1.789, 0.402], [-3.146, -2.318, 1.053], [1.932, 3.082, 3.986], [3.626, 1.095, 1.536], [1.813, 0.152, -0.755], [-1.953, -2.893, -4.408], [0.792, -2.854, -4.700], [-0.765, 0.232, -0.683], [0.282, 0.726, -0.062], [-2.605, -2.219, -5.010], [2.475, 2.287, 4.510], [0.023, 2.087, 4.141], [4.007, 0.756, 3.220], [0.642, 2.535, 3.348], [-0.314, 2.521, 0.906], [-0.435, -0.576, -1.788], [2.391, -1.662, -3.318], [3.512, 0.371, 2.327], [-1.490, -3.598, -5.090], [1.715, -0.045, 2.675], [-2.567, -3.491, -3.705], [0.895, 1.460, 2.290]]}

=====

| no. | calculated total energy (Eh) |
| --- | --- |
| 1 | -480.30725 |
| 2 | -7923.61540 |
| 3 | -1509.70444 |